Entry 1:
Formula: C22H28N6O4
Source: the OMol25 dataset
Level of theory: the ωB97M-V functional and the def2-TZVPD basis

Computed properties:
- Lowest unoccupied orbital energy: 0.1 eV
- HOMO-LUMO gap: 7.49 eV
- SMILES: CCOc1cc(N2CCOCC2)c(OCC)cc1NC(=O)c1nc2nc(C)cc(C)n2n1
- Relative energy (zero: lowest compared OMol25 entry of this formula, charge and spin): 69.8 kcal per mole
- Charge: 0
- HOMO: -7.42 eV
- Spin multiplicity: 1

Geometry (Å):
C -0.786 -2.425 -1.505
C 0.032 -3.033 -0.369
O 0.119 -2.167 0.751
C 0.958 -1.077 0.610
C 2.333 -1.225 0.556
C 3.186 -0.124 0.477
C 2.601 1.156 0.434
C 1.227 1.307 0.509
C 0.388 0.203 0.593
N -0.998 0.277 0.621
C -1.809 1.353 0.481
O -1.462 2.512 0.389
C -3.226 0.908 0.429
N -4.263 1.730 0.450
N -5.309 0.918 0.358
C -6.620 1.232 0.337
C -7.485 0.174 0.230
C -6.986 -1.147 0.148
N -5.704 -1.422 0.172
C -4.863 -0.408 0.278
N -3.546 -0.400 0.325
C -7.928 -2.298 0.029
H -8.595 -2.327 0.889
H -7.364 -3.224 -0.023
H -8.538 -2.193 -0.866
H -8.548 0.348 0.206
C -6.986 2.668 0.429
H -8.063 2.800 0.385
H -6.600 3.084 1.359
H -6.512 3.218 -0.383
H -1.460 -0.628 0.678
H 0.805 2.298 0.479
O 3.366 2.304 0.343
C 3.999 2.498 -0.913
C 3.000 2.813 -2.022
H 3.531 3.029 -2.945
H 2.398 3.675 -1.747
H 2.337 1.966 -2.183
H 4.672 3.345 -0.754
H 4.589 1.613 -1.180
N 4.577 -0.261 0.397
C 5.363 0.409 1.423
C 6.810 0.528 0.945
H 7.439 0.952 1.730
O 7.356 -0.735 0.639
C 6.585 -1.379 -0.345
C 5.132 -1.567 0.104
H 4.567 -2.029 -0.706
H 5.117 -2.228 0.987
H 7.059 -2.346 -0.523
H 6.600 -0.790 -1.276
H 6.850 1.176 0.056
H 4.950 1.398 1.612
H 5.343 -0.174 2.358
H 2.738 -2.223 0.609
H 1.036 -3.298 -0.726
H -0.456 -3.934 0.012
H -0.306 -1.519 -1.871
H -1.786 -2.176 -1.157
H -0.863 -3.137 -2.323

Mulliken atomic charge list, values in e, 5 entries:
1 C -0.92
2 C -0.30
3 O -0.61
4 C 0.52
5 C -0.36

Entry 2:
Formula: C22H28NO2
Source: the OMol25 dataset
Level of theory: the ωB97M-V functional and the def2-TZVPD basis

Computed properties:
- Lowest unoccupied orbital energy: -5.4 eV
- HOMO-LUMO gap: 4.65 eV
- Relative energy (zero: lowest compared OMol25 entry of this formula, charge and spin): 43.5 kcal per mole
- Charge: +1
- HOMO: -10.04 eV
- Spin multiplicity: 1

Geometry (Å):
C -2.332 1.233 -1.894
C -0.928 0.693 -1.913
C -0.825 -0.674 -2.497
C 0.092 1.599 -1.704
N 1.418 1.494 -2.028
C 2.251 2.687 -1.758
C 3.703 2.283 -1.530
O 4.201 1.417 -2.556
C 3.361 0.284 -2.788
C 1.925 0.684 -3.123
H -3.068 0.491 -1.576
H -2.464 2.117 -1.265
H -2.633 1.538 -2.908
H -1.578 -1.334 -2.051
H -1.023 -0.680 -3.587
H 0.115 -1.202 -2.319
H -0.157 2.568 -1.233
H 2.206 3.396 -2.607
H 1.869 3.183 -0.864
H 4.370 3.156 -1.580
H 3.800 1.808 -0.534
H 3.837 -0.249 -3.626
H 3.368 -0.388 -1.904
H 1.341 -0.216 -3.278
H 1.929 1.245 -4.077
C -1.233 2.224 5.718
O -0.029 1.924 4.970
C -0.125 1.341 3.745
C 1.094 1.119 3.056
C 1.120 0.337 1.930
C -0.064 -0.295 1.449
C 0.007 -1.222 0.370
C -0.710 -2.462 0.314
C -0.590 -3.328 -0.820
C -1.481 -4.369 -1.044
C -2.399 -4.747 -0.051
C -2.489 -3.972 1.114
C -1.693 -2.843 1.284
C -1.294 0.055 2.068
C -1.338 0.879 3.174
H -0.890 2.857 6.542
H -1.964 2.768 5.100
H -1.684 1.296 6.103
H 1.990 1.557 3.487
H 2.065 0.148 1.420
H 0.835 -1.081 -0.332
H 0.184 -3.114 -1.554
H -1.469 -4.901 -1.997
H -3.039 -5.623 -0.184
H -3.202 -4.244 1.897
H -1.862 -2.224 2.166
H -2.218 -0.342 1.650
H -2.297 1.133 3.627

Mulliken atomic charge list, values in e, 5 entries:
1 C -1.81
2 C 1.65
3 C -1.63
4 C -0.70
5 N 0.39

Entry 3:
Formula: C22H28NO3
Source: the OMol25 dataset
Level of theory: the ωB97M-V functional and the def2-TZVPD basis

Computed properties:
- Lowest unoccupied orbital energy: -5.1 eV
- HOMO-LUMO gap: 4.89 eV
- Relative energy (zero: lowest compared OMol25 entry of this formula, charge and spin): 69.7 kcal per mole
- Charge: +1
- HOMO: -9.96 eV
- Spin multiplicity: 1

Geometry (Å):
C 4.258 -1.250 5.144
O 4.627 -1.135 3.750
C 3.639 -1.165 2.817
C 4.015 -1.009 1.455
C 3.059 -0.986 0.464
C 1.670 -1.131 0.761
C 0.670 -1.121 -0.261
C -0.651 -1.490 -0.022
C -1.721 -1.431 -0.908
C -3.078 -1.666 -0.515
C -4.126 -1.754 -1.480
C -5.434 -1.965 -1.111
C -5.783 -2.094 0.261
O -7.097 -2.263 0.562
C -7.474 -2.368 1.956
C -4.762 -2.030 1.242
C -3.453 -1.805 0.853
C 1.323 -1.290 2.135
C 2.270 -1.332 3.142
H 5.202 -1.178 5.687
H 3.588 -0.430 5.444
H 3.782 -2.222 5.345
H 5.078 -0.905 1.238
H 3.373 -0.881 -0.577
H 0.953 -0.841 -1.276
H -0.870 -1.907 0.957
H -1.510 -1.203 -1.954
H -3.880 -1.656 -2.538
H -6.239 -2.032 -1.841
H -8.560 -2.483 1.942
H -7.009 -3.250 2.421
H -7.199 -1.457 2.508
H -4.993 -2.145 2.304
H -2.690 -1.722 1.624
H 0.274 -1.373 2.412
H 1.949 -1.481 4.176
O 0.537 0.899 -3.214
C 0.925 2.135 -3.788
C 1.351 3.018 -2.624
C 1.918 4.383 -3.070
C 3.070 4.663 -2.095
C 3.504 3.268 -1.575
N 2.400 2.419 -1.876
H 0.139 0.359 -3.915
H 1.794 1.986 -4.451
H 0.092 2.627 -4.316
H 0.476 3.170 -1.958
H 2.311 4.257 -4.090
H 1.136 5.147 -3.075
H 3.889 5.198 -2.579
H 2.691 5.253 -1.253
H 4.417 2.941 -2.108
H 3.756 3.285 -0.500
H 2.393 1.444 -1.629

Mulliken atomic charge list, values in e, 5 entries:
1 C -0.81
2 O -0.41
3 C 0.90
4 C -0.83
5 C -0.35

Entry 4:
Formula: C22H28NOSi
Source: the OMol25 dataset
Level of theory: the ωB97M-V functional and the def2-TZVPD basis

Computed properties:
- Lowest unoccupied orbital energy: -5.0 eV
- HOMO-LUMO gap: 5.18 eV
- Relative energy (zero: lowest compared OMol25 entry of this formula, charge and spin): 0.0 kcal per mole
- Charge: +1
- HOMO: -10.18 eV
- Spin multiplicity: 1

Geometry (Å):
C 1.955 -3.005 -0.748
C 0.599 -2.426 -0.343
C -0.848 -2.909 -0.476
O 0.935 -1.488 0.587
Si 0.282 -0.948 2.103
C 1.449 0.296 2.851
C -1.379 -0.169 1.737
C -0.039 -2.501 3.086
H 1.893 -3.877 -1.408
H 2.589 -2.215 -1.226
H 2.624 -3.331 0.111
H -1.305 -2.378 0.473
H -0.748 -4.014 -0.181
H 1.197 0.647 3.861
H 2.469 -0.092 2.917
H 1.506 1.199 2.234
H -1.875 0.115 2.672
H -1.285 0.733 1.124
H -2.079 -0.835 1.226
H -0.606 -2.349 4.011
H -0.608 -3.235 2.508
H 0.892 -2.995 3.371
C -4.506 -7.069 0.276
N -4.033 -6.042 -0.618
C -3.116 -5.049 -0.316
C -2.883 -4.243 -1.432
C -2.123 -2.912 -1.511
C -1.782 -2.496 -2.921
C -1.105 -3.443 -3.669
C -0.618 -3.103 -4.949
C -0.725 -1.789 -5.400
C -1.407 -0.828 -4.654
C -2.008 -1.217 -3.454
C -3.713 -4.835 -2.501
C -4.210 -4.426 -3.739
C -5.206 -5.185 -4.428
C -5.787 -6.330 -3.824
C -5.336 -6.756 -2.561
C -4.371 -5.975 -1.958
H -5.068 -7.813 -0.283
H -3.689 -7.593 0.777
H -5.188 -6.704 1.039
H -2.664 -4.935 0.668
H -2.870 -2.093 -1.148
H -1.096 -4.480 -3.317
H -0.154 -3.937 -5.509
H -0.275 -1.545 -6.356
H -1.455 0.197 -4.933
H -2.658 -0.476 -2.993
H -3.729 -3.529 -4.130
H -5.435 -4.902 -5.479
H -6.585 -6.882 -4.341
H -5.704 -7.637 -2.019

Mulliken atomic charge list, values in e, 5 entries:
1 C -1.23
2 C 0.66
3 C -0.47
4 O -0.31
5 Si 0.35

Entry 5:
Formula: C22H29BiBrN2O5
Source: the OMol25 dataset
Level of theory: the ωB97M-V functional and the def2-TZVPD basis

Computed properties:
- Lowest unoccupied orbital energy: -10.2 eV
- HOMO-LUMO gap: 5.98 eV
- Relative energy (zero: lowest compared OMol25 entry of this formula, charge and spin): 0.0 kcal per mole
- Charge: +3
- HOMO: -16.22 eV
- Spin multiplicity: 1

Geometry (Å):
Bi -0.463 -0.277 -0.312
C -1.738 0.489 2.661
C -1.171 1.874 2.381
O -0.666 1.889 1.033
C -0.710 3.125 0.285
C -1.495 2.920 -0.990
O -1.079 1.748 -1.728
C -0.116 1.929 -2.791
C 1.301 1.910 -2.289
O 1.515 0.653 -1.599
C 2.764 0.586 -0.870
C 2.538 0.755 0.605
O 1.650 -0.299 1.057
C 1.422 -0.266 2.485
C 0.185 -1.071 2.776
O -0.970 -0.580 2.046
H -2.739 0.384 2.252
H -1.794 0.314 3.735
H -0.367 2.142 3.066
H -1.975 2.601 2.502
H 0.317 3.434 0.095
H -1.189 3.914 0.867
H -1.407 3.808 -1.619
H -2.550 2.765 -0.772
H -0.314 2.856 -3.329
H -0.282 1.099 -3.479
H 1.510 2.738 -1.609
H 1.984 1.975 -3.138
H 3.446 1.362 -1.220
H 3.219 -0.376 -1.096
H 2.086 1.722 0.844
H 3.495 0.675 1.124
H 1.329 0.772 2.806
H 2.270 -0.717 3.001
H -0.027 -1.067 3.845
H 0.314 -2.105 2.458
Br -7.874 1.025 -1.077
C -6.197 0.223 -1.092
C -5.131 0.840 -0.447
C -3.892 0.232 -0.469
C -3.697 -0.986 -1.111
C -4.763 -1.583 -1.776
C -6.008 -0.982 -1.763
N -2.384 -1.545 -1.063
C -2.109 -2.725 -1.461
C -0.736 -3.249 -1.430
C -0.464 -4.515 -1.893
C 0.845 -4.992 -1.839
C 1.832 -4.186 -1.306
C 1.491 -2.922 -0.853
N 0.238 -2.450 -0.923
H -5.287 1.783 0.060
H -3.056 0.719 0.031
H -4.646 -2.507 -2.329
H -6.837 -1.445 -2.281
H -2.883 -3.392 -1.832
H -1.264 -5.126 -2.291
H 1.080 -5.984 -2.202
H 2.857 -4.525 -1.233
H 2.228 -2.272 -0.402

Mulliken atomic charge list, values in e, 5 entries:
1 Bi 2.90
2 C -0.63
3 C -0.77
4 O -0.08
5 C -0.64

Entry 6:
Formula: C22H29Br2N10O5SW
Source: the OMol25 dataset
Level of theory: the ωB97M-V functional and the def2-TZVPD basis

Computed properties:
- Lowest unoccupied orbital energy (alpha / beta): -3.8 / -4.1 eV
- HOMO-LUMO gap (alpha / beta): 6.61 / 7.18 eV
- Relative energy (zero: lowest compared OMol25 entry of this formula, charge and spin): 54.6 kcal per mole
- Charge: +1
- HOMO (alpha / beta): -10.36 / -11.30 eV
- Spin multiplicity: 3

Geometry (Å):
W -0.166 -0.461 -0.259
N -1.841 -1.668 0.929
C -3.144 -1.012 1.191
C -3.595 -0.349 -0.110
N -2.519 0.525 -0.619
H -2.070 -2.434 0.266
H -1.515 -2.115 1.795
H -3.036 -0.282 1.996
H -3.897 -1.753 1.483
H -4.529 0.202 0.052
H -3.781 -1.143 -0.840
H -2.654 1.469 -0.265
H -2.574 0.593 -1.637
Br 3.784 0.382 2.904
C 3.438 -1.110 1.799
C 4.384 -2.123 1.699
C 4.169 -3.229 0.898
Br 5.519 -4.551 0.796
C 2.964 -3.398 0.181
C 2.626 -4.479 -0.656
C 1.350 -4.521 -1.190
C 0.436 -3.509 -0.939
N 0.746 -2.392 -0.234
C 2.001 -2.374 0.321
C 2.238 -1.203 1.084
O 1.228 -0.364 1.034
H 5.307 -2.036 2.254
H 3.347 -5.254 -0.859
H 1.052 -5.364 -1.796
H -0.578 -3.591 -1.306
N -0.180 -1.305 -3.975
C -1.098 -1.725 -3.072
O -1.073 -1.231 -1.872
C -2.093 -2.651 -3.409
C -2.863 -3.053 -2.321
N -3.333 -3.259 -1.285
C -2.266 -3.137 -4.712
N -2.394 -3.499 -5.794
H 0.646 -0.860 -3.594
H -0.136 -1.759 -4.874
C -0.462 3.050 0.377
N -0.343 1.817 1.224
C -1.454 1.866 2.218
N -1.496 3.083 2.994
C -1.622 4.217 2.082
N -0.508 4.267 1.148
C 0.735 4.385 1.908
N 0.879 3.253 2.811
C 0.903 2.034 2.049
C -0.241 3.224 3.733
H -1.366 2.990 -0.239
H 0.407 3.093 -0.280
H -1.324 1.021 2.907
H -2.416 1.783 1.704
H -1.648 5.142 2.661
H -2.560 4.124 1.524
H 0.720 5.313 2.482
H 1.578 4.390 1.214
H 0.990 1.197 2.746
H 1.758 2.054 1.373
H -0.265 4.146 4.316
H -0.130 2.373 4.409
C 2.120 1.761 -3.346
S 1.437 1.103 -1.821
O 1.624 -0.364 -1.834
O 2.066 1.716 -0.687
O -0.036 1.329 -1.837
H 2.958 2.400 -3.099
H 1.350 2.333 -3.850
H 2.446 0.923 -3.952

Mulliken atomic charge list, values in e, 5 entries:
1 W 1.67
2 N -0.71
3 C -0.60
4 C -0.67
5 N -0.59

Entry 7:
Formula: C22H29F2N3O3S
Source: the OMol25 dataset
Level of theory: the ωB97M-V functional and the def2-TZVPD basis

Computed properties:
- Lowest unoccupied orbital energy: -0.1 eV
- HOMO-LUMO gap: 8.13 eV
- SMILES: CC(C)CCNC(=O)c1onc(CSc2ccc(F)c(F)c2)c1C(=O)NCCC(C)C
- Relative energy (zero: lowest compared OMol25 entry of this formula, charge and spin): 4.5 kcal per mole
- Charge: 0
- HOMO: -8.24 eV
- Spin multiplicity: 1

Geometry (Å):
C 0.611 -6.646 1.192
H -0.207 -7.064 1.775
H 1.166 -7.467 0.746
H 1.275 -6.111 1.868
C 0.081 -5.705 0.111
C 1.245 -5.145 -0.705
H 0.895 -4.637 -1.601
H 1.897 -5.955 -1.024
H 1.838 -4.455 -0.107
C -0.764 -4.607 0.769
C -1.425 -3.631 -0.211
N -0.566 -2.517 -0.541
C -0.840 -1.257 -0.181
O -1.868 -0.916 0.388
C 0.233 -0.296 -0.543
C 0.338 1.079 -0.555
C 1.679 1.297 -1.011
N 2.276 0.157 -1.235
O 1.402 -0.830 -0.958
C 2.365 2.596 -1.177
H 3.118 2.566 -1.962
H 1.623 3.373 -1.364
S 3.181 3.119 0.380
C 4.779 2.371 0.319
C 5.744 2.905 1.172
C 7.022 2.385 1.195
C 7.347 1.328 0.360
C 6.383 0.792 -0.482
C 5.097 1.302 -0.507
H 4.369 0.832 -1.150
F 6.686 -0.243 -1.285
F 8.595 0.825 0.376
H 7.778 2.790 1.847
H 5.481 3.732 1.812
C -0.639 2.178 -0.299
O -0.442 3.296 -0.747
N -1.689 1.839 0.457
C -2.767 2.762 0.726
C -4.031 2.363 -0.037
H -3.853 2.483 -1.108
H -4.223 1.304 0.153
C -5.266 3.173 0.370
C -6.507 2.596 -0.311
H -6.640 1.549 -0.046
H -7.397 3.142 -0.008
H -6.412 2.667 -1.392
C -5.114 4.649 0.013
H -4.917 4.763 -1.051
H -4.297 5.105 0.565
H -6.027 5.190 0.251
H -5.394 3.086 1.455
H -2.967 2.759 1.803
H -2.423 3.753 0.426
H -1.862 0.856 0.662
H 0.329 -2.721 -0.960
H -2.321 -3.197 0.237
H -1.708 -4.152 -1.130
H -1.553 -5.090 1.348
H -0.146 -4.039 1.468
H -0.567 -6.280 -0.560

Mulliken atomic charge list, values in e, 5 entries:
1 C -1.60
2 H 0.40
3 H 0.41
4 H 0.37
5 C 0.91

Entry 8:
Formula: C22H29FO5
Source: the OMol25 dataset
Level of theory: the ωB97M-V functional and the def2-TZVPD basis

Computed properties:
- Lowest unoccupied orbital energy: 0.2 eV
- HOMO-LUMO gap: 9.53 eV
- SMILES: C[C@H]1C[C@H]2[C@@H]3CCC4=CC(=O)C=C[C@]4(C)[C@]3(F)[C@H](O)C[C@]2(C)[C@]1(O)C(=O)CO
- Charge: 0
- HOMO: -9.29 eV
- Spin multiplicity: 1

Geometry (Å):
C -2.486 -0.121 -3.933
H -3.570 -0.170 -3.857
H -2.121 -1.087 -4.272
C -1.908 0.256 -2.574
H -2.198 1.289 -2.360
C -2.435 -0.629 -1.425
C -1.238 -0.688 -0.481
C -1.291 -1.622 0.725
H -1.493 -2.648 0.396
C -2.402 -1.202 1.691
H -3.366 -1.268 1.186
H -2.425 -1.913 2.518
C -2.175 0.232 2.198
C -0.723 0.609 2.142
C -0.321 1.825 1.752
C 1.086 2.170 1.555
O 1.442 3.157 0.927
C 2.033 1.227 2.153
C 1.656 0.022 2.574
C 0.246 -0.485 2.503
C -0.068 -0.961 3.941
H -0.018 -0.105 4.609
H -1.050 -1.412 4.018
H 0.666 -1.696 4.262
C 0.063 -1.665 1.475
F 0.055 -2.862 2.214
C 1.217 -1.874 0.461
O 2.486 -1.909 1.061
H 2.498 -2.629 1.704
C 1.229 -0.826 -0.652
H 1.339 0.160 -0.203
C -0.072 -0.934 -1.444
C -0.136 -2.284 -2.172
H 0.831 -2.499 -2.619
H -0.401 -3.090 -1.495
H -0.865 -2.262 -2.972
C -0.338 0.192 -2.498
O 0.302 -0.143 -3.704
H -0.022 0.435 -4.403
C 0.171 1.535 -1.955
O -0.454 2.156 -1.127
C 1.492 2.042 -2.484
O 1.846 3.287 -1.974
H 1.584 3.348 -1.038
H 1.438 2.142 -3.574
H 2.254 1.274 -2.268
H 2.098 -1.015 -1.281
H 1.023 -2.860 0.013
H 2.372 -0.626 3.056
H 3.060 1.553 2.227
H -1.035 2.582 1.466
H -2.747 0.942 1.600
H -2.530 0.320 3.228
H -1.099 0.323 -0.097
H -3.313 -0.181 -0.964
H -2.703 -1.623 -1.783
H -2.240 0.626 -4.687

Mulliken atomic charge list, values in e, 5 entries:
1 C -1.70
2 H 0.46
3 H 0.21
4 C 0.28
5 H 0.48

Ordered max |F| results: 1.51, 1.67, 1.25, 3.97, 0.45, 3.89, 1.28, 0.75; unit eV Å⁻¹.